# 1
DFT (ωB97M-V/def2-TZVPD) results for C8H8N2O4SV as an isolated structure at a distorted geometry.

Positions of all 24 atoms, in Å:
V (0.0987, -0.6059, -0.1518)
O (-0.4960, 2.9224, 0.9301)
C (-0.3230, 1.8617, 0.5400)
C (1.9762, -0.5557, 0.0197)
O (3.1326, -0.5530, 0.1169)
C (-1.6897, -1.1834, 0.0219)
O (-2.7795, -1.5690, 0.1264)
C (0.0402, -0.2502, -1.9828)
O (0.0087, -0.0434, -3.1295)
S (0.2900, -1.7560, 1.9213)
C (0.1047, -0.5363, 3.1466)
N (-1.1153, -0.1914, 3.5607)
C (-1.3556, 0.5618, 4.7933)
C (-0.1699, 1.4627, 5.0930)
C (1.1337, 0.7016, 5.0014)
N (1.1926, -0.0285, 3.7313)
H (-1.8829, -0.7059, 3.1380)
H (-1.5102, -0.1587, 5.6111)
H (-2.2740, 1.1451, 4.6658)
H (-0.2824, 1.8629, 6.1042)
H (-0.1726, 2.3204, 4.4092)
H (1.2404, -0.0088, 5.8341)
H (1.9802, 1.3874, 5.0226)
H (2.0748, -0.4364, 3.4273)

Atoms 1-3, force components in eV/Å:
V -0.2 0.7 3.6
O 0.5 -3.4 -1.3
C -0.4 2.5 1.0

Results
- 2S+1: 4
- Total charge: +2
- E_tot: -56100.929 eV
- Lowest unoccupied orbital energy (spin up / spin down): -9.7 / -10.1 eV
- Kohn-Sham gap (spin up / spin down): 7.6 / 7.2 eV

# 2
DFT (ωB97M-V/def2-TZVPD) results for a 2-piece molecular cluster, CH2O2S2 overall at a distorted geometry.

Positions of all 7 atoms, in Å:
C (0.2109, -0.6312, -0.0467)
O (1.7910, 1.2659, 0.4864)
O (-0.3900, -1.7754, -0.2435)
S (-1.6362, 1.0305, 0.1239)
S (1.7327, -0.0435, -0.0992)
H (-1.1599, -1.5948, -0.6899)
H (-0.5486, 1.7485, 0.4689)

Atoms 1-3, force components in eV/Å:
C -2.8 2.1 -0.1
O 0.3 2.2 0.6
O 3.8 -0.8 1.6

Results
- 2S+1: 1
- E_tot: -26830.683 eV
- Lowest unoccupied orbital energy (spin up / spin down): -1.7 / -1.7 eV
- Kohn-Sham gap (spin up / spin down): 7.6 / 7.6 eV

# 3
DFT (ωB97M-V/def2-TZVPD) results for an isolated molecule of C5H5F at a distorted geometry.

Positions of all 11 atoms, in Å:
C (-2.9775, 0.1321, 0.1258)
C (-1.8705, -0.2077, -0.1295)
C (-0.6008, -0.5678, -0.3168)
C (0.5503, 0.2909, 0.2067)
C (1.9706, 0.1051, -0.0006)
F (0.2101, 1.3890, 0.9430)
H (-3.9965, 0.0405, 0.4569)
H (-0.2079, -1.4399, -0.8571)
H (1.9424, -0.5915, -0.9648)
H (2.5938, -0.2930, 0.8443)
H (2.3860, 1.1422, -0.3077)

Atoms 1-3, force components in eV/Å:
C -2.7 -0.2 0.6
C -1.2 0.2 0.3
C 9.2 2.6 1.3

Results
- 2S+1: 1
- E_tot: -7979.638 eV
- SMILES: C#C/C=C(/C)F
- Lowest unoccupied orbital energy: 0.4 eV
- Kohn-Sham gap: 8.7 eV

# 4
DFT (ωB97M-V/def2-TZVPD) results for an isolated ion of composition C9H11N2 and charge +1 at a distorted geometry.

Positions of all 22 atoms, in Å:
C (-0.6904, 2.4311, 0.1063)
C (-0.6405, 1.5647, -1.1889)
C (-1.8663, 3.2820, 0.6634)
C (-0.1709, 0.2750, -1.2888)
C (-1.8450, 2.2820, 1.5140)
C (0.0457, -0.4846, -0.0761)
C (-0.5415, 1.3800, 1.3548)
C (0.9044, -2.5325, 1.1785)
C (1.1647, -2.2693, -1.2676)
N (-0.1618, 0.1018, 1.1510)
N (0.6289, -1.6664, 0.0345)
H (0.2762, 3.0590, 0.1004)
H (-1.1496, 1.9476, -2.0451)
H (-2.4418, 4.1858, 0.4423)
H (-0.2956, -0.1508, -2.2335)
H (0.0872, 1.7060, 2.2148)
H (0.2615, -3.3452, 0.9145)
H (1.9183, -2.6662, 1.0937)
H (0.6724, -1.9227, 2.0507)
H (1.3451, -3.3600, -1.1093)
H (0.4477, -2.1755, -2.1149)
H (2.0514, -1.6415, -1.4947)

Atoms 1-3, force components in eV/Å:
C 1.9 0.2 -0.9
C -0.6 -1.2 1.3
C -0.4 -1.5 0.4

Results
- 2S+1: 1
- Total charge: +1
- E_tot: -12478.502 eV
- Lowest unoccupied orbital energy (spin up / spin down): -4.9 / -4.9 eV
- Kohn-Sham gap (spin up / spin down): 7.8 / 7.8 eV

# 5
DFT (ωB97M-V/def2-TZVPD) results for a 8-piece molecular cluster, C35H59ClNO24P2S overall at a distorted geometry.

Positions of all 123 atoms, in Å:
C (5.8807, -0.7901, 3.2716)
C (4.4718, -0.8894, 2.3737)
P (3.5015, 0.7740, 2.3192)
C (1.6899, 0.1753, 2.4965)
P (3.8500, 1.8779, 0.4146)
C (4.1666, 2.9130, -1.1843)
N (5.4216, 1.0775, 0.3803)
C (3.1810, 0.4390, -0.6556)
C (4.3817, -0.4193, -1.4568)
C (3.5829, -1.3443, -2.6039)
S (3.1378, -3.0306, -1.9231)
C (2.2023, 2.7964, 0.5925)
C (0.9973, 2.5736, -0.4371)
C (-0.0481, 1.3405, -0.1851)
C (-1.2726, 1.7591, 0.8531)
O (-2.5148, 1.1805, 0.2853)
C (-2.4727, -0.2894, 0.2612)
O (-2.0993, -1.0413, 1.3285)
C (4.6817, 3.2018, 1.5571)
C (5.9944, 3.9441, 0.9407)
O (5.9338, 5.1704, 0.3481)
Cl (7.7679, 3.2911, 1.0402)
H (5.8874, -1.6748, 4.0725)
H (6.7563, -1.0254, 2.5114)
H (5.9702, 0.2707, 3.7578)
H (4.6325, -1.3977, 1.3377)
H (3.8051, -1.6569, 3.0020)
H (0.8898, 1.0245, 2.5769)
H (1.6532, -0.3810, 3.5545)
H (1.3934, -0.6841, 1.7222)
H (4.0279, 4.0871, -1.0249)
H (5.2185, 2.7940, -1.6658)
H (3.3968, 2.6660, -2.0636)
H (5.9358, 1.1633, 1.2973)
H (6.1092, 1.4223, -0.3119)
H (2.5776, -0.3787, -0.0765)
H (2.5370, 0.7421, -1.5841)
H (4.9214, -1.2047, -0.7921)
H (5.0832, 0.2759, -2.0915)
H (2.7163, -0.7689, -3.1358)
H (4.4100, -1.5305, -3.4447)
H (2.9829, -2.8424, -0.5214)
H (1.7471, 2.8111, 1.6986)
H (2.4525, 3.9604, 0.4356)
H (1.2862, 2.5157, -1.5952)
H (0.3139, 3.5559, -0.3878)
H (0.4348, 0.3003, 0.0366)
H (-0.6051, 1.1937, -1.2343)
H (-1.1639, 1.3187, 1.9285)
H (-1.3953, 2.9273, 0.8296)
H (-2.8467, -0.8204, -0.7398)
H (3.9589, 4.0345, 1.9465)
H (5.0473, 2.6653, 2.5623)
C (-4.8544, -3.1583, -2.1747)
C (-4.7193, -4.1145, -3.3150)
O (-4.4933, -3.2671, -4.4254)
C (-3.9782, -2.1012, -3.9364)
O (-3.5096, -1.2120, -4.6274)
O (-4.0551, -2.0608, -2.5741)
H (-4.4919, -3.5794, -1.2329)
H (-5.8847, -2.8137, -2.0375)
H (-3.8600, -4.7836, -3.2000)
H (-5.6206, -4.7157, -3.4629)
C (-0.2754, -5.8797, 0.2325)
C (0.3892, -5.1238, -0.8720)
O (-0.2192, -5.6479, -2.0370)
C (-1.4304, -6.1522, -1.6597)
O (-2.2919, -6.5288, -2.4367)
O (-1.5519, -6.1790, -0.3003)
H (-0.3663, -5.2870, 1.1469)
H (0.2390, -6.8178, 0.4659)
H (0.1892, -4.0482, -0.8218)
H (1.4707, -5.2836, -0.8936)
C (-3.5733, -1.0324, 4.3052)
C (-4.4762, -1.9750, 5.0326)
O (-3.7472, -2.2845, 6.2052)
C (-2.8792, -1.2523, 6.4168)
O (-2.2157, -1.1070, 7.4299)
O (-2.8514, -0.4039, 5.3477)
H (-4.1272, -0.2949, 3.7179)
H (-2.8669, -1.5520, 3.6494)
H (-5.4248, -1.5085, 5.3187)
H (-4.6850, -2.8800, 4.4555)
C (4.5267, -1.4263, -7.9297)
C (3.6238, -2.3690, -7.2023)
O (4.3528, -2.6784, -6.0298)
C (5.2208, -1.6462, -5.8181)
O (5.8843, -1.5010, -4.8050)
O (5.2486, -0.7979, -6.8872)
H (3.9728, -0.6888, -8.5170)
H (5.2331, -1.9460, -8.5855)
H (2.6752, -1.9025, -6.9163)
H (3.4150, -3.2740, -7.7795)
C (-8.9061, 0.8874, 3.0706)
C (-8.2428, 0.6486, 4.3882)
O (-7.4878, -0.5270, 4.1641)
C (-7.2619, -0.6034, 2.8200)
O (-6.5010, -1.3982, 2.2936)
O (-7.9973, 0.3258, 2.1424)
H (-9.0593, 1.9510, 2.8682)
H (-9.8657, 0.3668, 2.9850)
H (-7.5609, 1.4593, 4.6660)
H (-8.9641, 0.4983, 5.1961)
C (-12.9543, 1.0960, 0.1773)
C (-13.8572, 0.1533, 0.9047)
O (-13.1282, -0.1561, 2.0773)
C (-12.2601, 0.8761, 2.2889)
O (-11.5967, 1.0213, 3.3020)
O (-12.2323, 1.7245, 1.2198)
H (-13.5082, 1.8335, -0.4100)
H (-12.2479, 0.5764, -0.4785)
H (-14.8058, 0.6198, 1.1907)
H (-14.0660, -0.7517, 0.3276)
C (10.0979, 6.5334, -0.2599)
C (9.3537, 5.5681, -1.1244)
O (10.0412, 5.6401, -2.3591)
C (11.3034, 6.0823, -2.0854)
O (12.2172, 6.1002, -2.8930)
O (11.4096, 6.5006, -0.7903)
H (10.0977, 6.2358, 0.7923)
H (9.7091, 7.5538, -0.3414)
H (9.4090, 4.5412, -0.7482)
H (8.3032, 5.8451, -1.2486)

Atoms 1-3, force components in eV/Å:
C -0.2 -0.9 -1.2
C -0.3 -1.7 1.2
P -0.8 -1.5 2.1

Results
- 2S+1: 1
- Total charge: -1
- E_tot: -129808.450 eV
- Lowest unoccupied orbital energy: 1.1 eV
- Kohn-Sham gap: 5.1 eV